A structure of composition C25H41BrClF4IN4O4ReSi, computed with the ωB97M-V functional and the def2-TZVPD basis.

Positions of all 83 atoms, in Å:
Re: 0.177 0.221 0.026
C: 1.147 1.057 -2.821
N: 1.654 0.876 -1.436
C: 2.402 2.110 -1.087
C: 2.575 -0.289 -1.417
C: 1.788 -1.587 -1.527
N: 0.421 -1.439 -0.951
C: -0.405 -2.573 -1.115
C: -1.786 -2.427 -1.280
F: -2.319 -1.196 -1.315
C: -2.641 -3.494 -1.483
F: -3.933 -3.241 -1.655
C: -2.170 -4.787 -1.497
C: -0.814 -4.970 -1.310
F: -0.306 -6.190 -1.294
C: 0.054 -3.902 -1.127
F: 1.334 -4.208 -0.919
H: 1.998 1.176 -3.495
H: 0.532 1.952 -2.872
H: 0.571 0.188 -3.131
H: 3.142 2.311 -1.864
H: 2.914 1.985 -0.139
H: 1.707 2.946 -1.027
H: 3.118 -0.250 -0.476
H: 3.307 -0.205 -2.225
H: 2.332 -2.350 -0.978
H: 1.689 -1.936 -2.559
H: -2.833 -5.628 -1.642
O: 2.709 2.072 2.176
Cl: 1.569 1.272 2.212
O: 1.113 0.945 3.486
O: 1.795 0.009 1.383
O: 0.448 1.870 1.389
I: -3.036 5.166 -1.596
C: -2.313 3.242 -1.620
C: -2.528 2.265 -2.581
N: -1.873 1.167 -2.194
N: -1.258 1.355 -1.010
C: -1.522 2.624 -0.657
H: -3.117 2.276 -3.483
H: -1.918 0.245 -2.596
H: -1.141 3.031 0.265
C: -0.649 -3.999 4.111
C: -0.939 -2.653 4.792
C: 0.369 -1.850 4.802
C: -1.346 -2.931 6.259
Si: -2.412 -1.721 4.027
Br: -1.314 -0.857 1.816
C: -3.792 -2.764 3.243
C: -4.951 -1.912 2.708
C: -3.328 -3.668 2.094
C: -4.330 -3.664 4.382
C: -2.927 -0.078 4.833
C: -3.515 0.955 3.859
C: -1.771 0.606 5.579
C: -4.008 -0.446 5.877
H: 0.210 -4.451 4.609
H: -0.390 -3.876 3.057
H: -1.474 -4.705 4.189
H: 1.110 -2.422 5.365
H: 0.279 -0.875 5.275
H: 0.758 -1.711 3.793
H: -0.564 -3.538 6.719
H: -2.279 -3.492 6.343
H: -1.438 -2.019 6.850
H: -4.625 -1.235 1.916
H: -5.447 -1.328 3.482
H: -5.700 -2.580 2.281
H: -2.996 -3.072 1.245
H: -4.182 -4.265 1.767
H: -2.530 -4.355 2.368
H: -4.673 -3.101 5.253
H: -3.595 -4.397 4.712
H: -5.190 -4.216 4.000
H: -2.754 1.338 3.180
H: -3.883 1.797 4.448
H: -4.347 0.581 3.267
H: -0.966 0.885 4.905
H: -1.358 -0.002 6.384
H: -2.154 1.522 6.031
H: -4.931 -0.803 5.419
H: -4.253 0.456 6.440
H: -3.667 -1.191 6.598

gap between HOMO and LUMO (spin up / spin down): 6.364 / 6.951 eV
net charge: +2
energy relative to the best compared isomer or geometry (same formula, charge and spin): 201.0 kJ/mol
multiplicity: 2
E_HOMO (spin up / spin down): -14.25 / -14.26 eV
LUMO (spin up / spin down): -7.9 / -7.3 eV
largest force on an atom: 1.13 eV Å⁻¹